No. 1
Formula: C5H8O2
Source: OMol25
Level of theory: wB97M-V/def2-TZVPD

Calculated values
* molar mass: 100.117 g mol⁻¹
* relative energy (zero: lowest compared OMol25 entry of this formula, charge and spin): 3.971 eV
* charge: 0

```
15
Properties=species:S:1:pos:R:3:nbo_charge:R:1
O -2.0124 0.8776 0.3931 -0.54
C -0.9582 0.3433 0.1258 0.64
C -0.6921 -0.3832 -1.1560 -0.54
C 0.8144 -0.1181 -1.1562 0.08
C 1.2957 -0.6570 0.1996 -0.43
C 0.4808 0.5657 0.6535 -0.02
O 0.8822 1.2308 -0.5886 -0.50
H -1.7051 0.6242 1.9103 0.10
H -1.2481 0.0621 2.3177 -0.15
H -0.9822 -1.4380 -1.1101 0.24
H -1.2651 0.1334 -1.9232 0.25
H 1.3582 -0.2237 -2.0924 0.21
H 1.0091 -1.6632 0.5167 0.21
H 2.3654 -0.4785 0.3394 0.23
H 0.6573 1.1246 1.5705 0.23
```


No. 2
Formula: C37H39AsCaF6N2O2P
Source: OMol25
Level of theory: wB97M-V/def2-TZVPD

Calculated values
* molar mass: 803.693 g mol⁻¹
* spin multiplicity: 2
* relative energy (zero: lowest compared OMol25 entry of this formula, charge and spin): 1.225 eV
* charge: -2
* expectation value of S²: 0.79

```
89
Properties=species:S:1:pos:R:3:lowdin_charge:R:1
Ca -1.4591 0.8280 0.0738 1.33
N -1.8095 1.6362 2.4809 -0.05
C -2.3993 0.7042 3.4470 -0.27
C -3.8147 0.2922 3.0637 -0.12
C -3.9115 -0.5514 1.7690 -0.66
O -4.5810 -1.5816 1.7898 0.00
O -3.2794 -0.0613 0.7784 -0.24
H -0.9695 2.0721 2.8442 0.08
H -2.4683 2.3808 2.2681 0.07
H -2.4308 1.1410 4.4575 0.10
H -1.7578 -0.1808 3.5015 0.11
H -4.4215 1.1911 2.9072 0.11
H -4.2570 -0.2691 3.8879 0.10
C 6.3749 -0.6452 0.4315 -0.12
C 5.5731 -1.0151 -0.6375 -0.10
C 4.2873 -0.5072 -0.7596 -0.08
C 3.7714 0.3718 0.1907 -0.37
C 4.5842 0.7194 1.2716 -0.11
C 5.8755 0.2300 1.3875 -0.11
P 2.0513 1.0744 0.1694 1.09
C 1.3706 0.0316 -1.1413 -0.36
C 0.9880 -1.3576 -0.6958 -0.41
C 0.9254 -2.2969 -1.8685 -0.03
C 0.8238 -1.8582 -3.1503 -0.14
C 0.9044 -0.4838 -3.4582 -0.09
C 1.2129 0.4357 -2.4389 -0.10
C 2.3516 2.6687 -0.6544 -0.34
C 3.5481 3.0373 -1.2187 -0.10
C 3.7268 4.3452 -1.7123 -0.11
C 2.7209 5.2627 -1.5896 -0.07
C 1.4838 4.9155 -0.9954 -0.19
C 0.4579 5.8702 -0.8103 -0.08
C -0.7071 5.4870 -0.2093 -0.10
C -0.9085 4.1430 0.1788 -0.19
C 0.0166 3.1299 -0.0019 -0.15
C 1.2601 3.5792 -0.5578 -0.25
H 7.3792 -1.0418 0.5245 0.09
H 5.9498 -1.7028 -1.3862 0.09
H 3.6743 -0.7956 -1.6059 0.10
H 4.1873 1.3853 2.0309 0.10
H 6.4905 0.5217 2.2312 0.09
H 1.7633 -1.7010 0.0079 0.09
H 0.7959 -3.3501 -1.6400 0.11
H 0.6417 -2.5674 -3.9524 0.09
H 0.7748 -0.1405 -4.4763 0.09
H 1.3904 1.4731 -2.7007 0.10
H 4.3679 2.3321 -1.2794 0.09
H 4.6709 4.6214 -2.1696 0.09
H 2.8587 6.2811 -1.9422 0.10
H 0.6129 6.8902 -1.1495 0.09
H -1.5066 6.2056 -0.0605 0.09
H -1.8885 3.9214 0.5945 0.05
F -2.8502 2.2176 -1.0840 -0.36
As -4.4388 2.9311 -1.4089 0.74
F -3.7799 4.5035 -1.0542 -0.26
F -4.8192 2.7330 0.2766 -0.25
F -5.9901 3.6783 -1.7000 -0.27
F -5.0807 1.3746 -1.7767 -0.24
F -3.9901 3.1321 -3.0776 -0.26
C 2.1198 -3.5202 2.0190 -0.07
C 0.8658 -2.7250 2.4134 -0.37
C 1.1522 -1.2278 2.5719 -0.08
C -0.3605 -3.1241 1.5885 -0.12
C -1.0045 -4.2457 2.1012 -0.09
C -2.1480 -4.7649 1.5343 -0.11
C -2.6478 -4.1543 0.4045 -0.08
C -2.0346 -3.0552 -0.1872 -0.12
C -2.7143 -2.6838 -1.5152 -0.34
C -2.5649 -1.3041 -2.1438 -0.07
C -2.3562 -3.7428 -2.5697 -0.07
C -0.8746 -2.4758 0.4177 -0.20
N -0.3399 -1.2858 -0.0858 -0.11
H 2.9385 -3.3078 2.7137 0.07
H 2.4687 -3.2759 1.0161 0.06
H 1.9109 -4.5916 2.0490 0.07
H 0.6266 -3.0849 3.4197 0.11
H 2.0218 -0.9135 1.9961 0.02
H 1.3573 -0.9894 3.6193 0.07
H 0.3156 -0.6242 2.2310 0.04
H -0.6044 -4.7037 3.0025 0.10
H -2.6549 -5.6125 1.9815 0.09
H -3.5615 -4.5323 -0.0426 0.11
H -3.7846 -2.7856 -1.3003 0.13
H -1.5420 -1.0913 -2.4416 0.05
H -2.9404 -0.5677 -1.4441 0.03
H -3.2032 -1.2442 -3.0306 0.08
H -1.3033 -3.6578 -2.8482 0.05
H -2.9573 -3.5960 -3.4718 0.07
H -2.5277 -4.7543 -2.1984 0.06
```